No. 1
54
Properties=species:S:1:pos:R:3 method="wB97M-V/def2-TZVPD" spin_multiplicity=8 s2=15.76 homo_ev="-5.483 / -8.989"
V -1.056 0.345 -1.182
V 1.668 2.402 -0.318
C 0.973 -0.596 1.180
O 0.599 0.453 0.257
H 1.710 -1.341 0.879
H 1.252 -0.346 2.204
H 0.047 -1.149 1.342
C -1.170 3.781 -1.522
O -0.361 2.656 -1.481
H -0.850 4.632 -0.921
H -1.404 4.183 -2.508
H -2.161 3.477 -1.187
C 1.461 0.951 -4.807
F 2.593 1.481 -5.342
F 0.482 1.902 -4.800
F 1.115 0.085 -5.763
S 1.750 0.070 -3.005
O 2.987 -0.712 -3.105
O 2.044 1.202 -2.104
N 0.178 -0.696 -2.537
S 0.343 -2.138 -3.262
O -1.033 -2.600 -3.594
O 1.328 -2.321 -4.320
C 1.115 -3.338 -1.859
F 0.193 -3.548 -0.905
F 1.562 -4.488 -2.350
F 2.194 -2.813 -1.405
C -3.039 -3.763 -0.060
C -3.127 -2.387 -0.737
O -2.171 -1.450 -0.254
H -3.249 -3.846 1.006
H -1.991 -4.053 -0.138
H -3.753 -4.527 -0.367
H -4.073 -1.906 -0.490
H -3.002 -2.471 -1.816
H -2.362 -1.365 0.683
C -3.004 2.221 2.813
C -3.252 1.310 1.625
O -2.232 1.256 0.649
H -2.843 3.209 2.382
H -2.063 1.931 3.281
H -3.871 2.132 3.468
H -4.177 1.529 1.093
H -3.464 0.351 2.098
H -1.485 1.521 1.191
C 4.648 0.316 4.332
C 3.401 1.153 4.006
O 3.696 2.204 3.045
H 5.488 0.890 4.725
H 5.156 -0.204 3.521
H 4.462 -0.471 5.063
H 3.222 1.741 4.907
H 2.634 0.490 3.605
H 2.890 2.657 2.784



No. 2
57
Properties=species:S:1:pos:R:3 method="wB97M-V/def2-TZVPD" relative_energy_kcal_mol=0.6 homo_ev=-10.350 smiles=CCCCCCCSc1cc(OC)c(CC[NH+](C)C)cc1OC total_charge=+1
C 6.144 5.704 -2.532
C 6.311 4.189 -2.513
C 5.138 3.464 -1.853
C 3.836 3.601 -2.640
C 2.736 2.660 -2.149
C 2.249 2.995 -0.741
C 1.091 2.108 -0.308
S 1.680 0.378 -0.143
C 0.266 -0.474 0.424
C -0.993 0.064 0.614
C -2.036 -0.734 1.066
O -3.319 -0.170 1.200
C -3.462 0.745 2.280
C -1.848 -2.082 1.343
C -2.965 -2.971 1.837
C -3.953 -3.335 0.725
N -4.878 -2.205 0.447
C -6.083 -2.270 1.286
C -5.231 -2.101 -0.974
C -0.578 -2.625 1.138
C 0.475 -1.848 0.692
O 1.732 -2.273 0.470
C 2.068 -3.617 0.733
H 7.038 6.176 -2.932
H 5.979 6.082 -1.526
H 5.302 5.997 -3.154
H 7.224 3.943 -1.965
H 6.433 3.825 -3.535
H 5.387 2.403 -1.769
H 5.007 3.856 -0.843
H 4.037 3.376 -3.689
H 3.475 4.629 -2.583
H 1.889 2.719 -2.838
H 3.106 1.632 -2.164
H 1.914 4.035 -0.710
H 3.066 2.882 -0.029
H 0.293 2.125 -1.052
H 0.711 2.419 0.665
H -1.191 1.102 0.403
H -2.751 1.566 2.193
H -3.309 0.243 3.240
H -4.475 1.137 2.221
H -3.496 -2.492 2.663
H -2.529 -3.892 2.223
H -4.542 -4.214 0.996
H -3.391 -3.563 -0.183
H -4.343 -1.331 0.726
H -6.673 -1.364 1.163
H -6.692 -3.127 1.000
H -5.809 -2.367 2.334
H -5.727 -3.012 -1.306
H -4.334 -1.944 -1.570
H -5.901 -1.258 -1.131
H -0.425 -3.671 1.350
H 1.908 -3.870 1.785
H 3.126 -3.704 0.498
H 1.499 -4.302 0.098



No. 3
24
Properties=species:S:1:pos:R:3 method="wB97M-V/def2-TZVPD" relative_energy_kcal_mol=58.1 homo_ev=-12.872 total_charge=+1
C -1.395 -0.980 -1.669
O -2.457 -0.006 -1.775
C -0.636 -0.540 -0.439
C 0.260 0.601 -0.752
C 0.948 1.303 0.422
C 1.155 2.625 0.478
N 1.262 0.398 1.505
N -1.568 -0.358 0.737
H -0.756 -0.980 -2.600
H -1.855 -1.970 -1.548
H -2.649 0.257 -2.680
H -0.004 -1.337 -0.068
H -0.174 1.482 -1.223
H 1.123 0.286 -1.375
H 0.691 3.319 -0.202
H 1.533 3.062 1.392
H 2.168 -0.042 1.331
H 1.593 0.959 2.287
H -1.025 -0.020 1.567
H -1.848 -1.311 1.046
H -2.415 0.144 0.464
H 2.385 -1.599 0.982
H 1.965 -3.050 1.284
O 1.699 -2.240 0.836



No. 4
65
Properties=species:S:1:pos:R:3 method="wB97M-V/def2-TZVPD" spin_multiplicity=2 s2=0.79 relative_energy_kcal_mol=64.8 homo_ev="-11.460 / -11.460" total_charge=+1
O -0.261 -3.765 3.074
V 0.019 -2.787 1.853
N 0.571 -0.457 -0.648
O 1.421 0.397 -0.396
O -0.229 -0.329 -1.583
O 0.440 -1.449 0.158
N -1.613 -1.331 2.167
C -1.358 -0.009 1.929
C -2.238 1.011 2.194
C -3.482 0.643 2.693
C -3.829 -0.689 2.858
C -2.851 -1.627 2.578
H -0.339 0.225 1.649
H -2.033 2.048 1.976
H -4.245 1.393 2.872
H -4.824 -0.987 3.146
H -3.108 -2.678 2.649
N -5.653 -2.920 -1.567
C -4.373 -2.586 -1.710
C -3.790 -1.481 -1.079
C -4.590 -0.626 -0.340
C -5.945 -0.936 -0.229
C -6.401 -2.070 -0.847
H -3.805 -3.298 -2.298
H -2.739 -1.240 -1.194
H -4.201 0.248 0.159
H -6.667 -0.264 0.216
H -7.466 -2.277 -0.830
N 3.232 2.597 -3.721
C 2.370 1.724 -3.178
C 2.143 0.447 -3.654
C 2.938 -0.007 -4.703
C 3.868 0.863 -5.251
C 3.964 2.157 -4.737
H 1.704 2.109 -2.413
H 1.367 -0.173 -3.224
H 2.892 -1.021 -5.078
H 4.566 0.528 -6.006
H 4.666 2.839 -5.203
N 1.351 -1.464 2.999
C 2.493 -0.938 2.458
C 3.439 -0.309 3.230
C 3.169 -0.057 4.563
C 1.968 -0.479 5.102
C 1.110 -1.197 4.290
H 2.641 -1.122 1.402
H 4.366 0.021 2.784
H 3.925 0.398 5.191
H 1.785 -0.283 6.148
H 0.169 -1.558 4.686
C 4.659 -0.355 -1.474
Cl 5.377 0.146 0.059
Cl 3.742 -1.865 -1.254
Cl 5.854 -0.558 -2.744
H 3.930 0.388 -1.779
C 1.746 3.230 0.455
Cl 1.448 2.682 2.095
Cl 3.395 2.977 -0.144
Cl 1.349 4.958 0.361
H 1.146 2.734 -0.298
C -1.759 1.607 -2.097
Cl -3.296 0.807 -2.388
Cl -1.884 2.440 -0.505
Cl -1.260 2.723 -3.355
H -0.986 0.848 -2.071



No. 5
13
Properties=species:S:1:pos:R:3 method="wB97M-V/def2-TZVPD" relative_energy_kcal_mol=18.3 homo_ev=-8.231 smiles=Cn1cncc1S
C -0.122 1.754 0.053
N 0.263 0.359 -0.088
C 1.536 -0.057 -0.065
N 1.603 -1.368 0.057
C 0.295 -1.843 0.038
C -0.530 -0.777 -0.116
S -2.286 -0.480 -0.002
H 0.815 2.326 0.324
H -0.856 1.946 0.846
H -0.530 2.169 -0.876
H 2.381 0.582 -0.181
H 0.086 -2.869 0.110
H -2.654 -1.744 -0.099



No. 6
24
Properties=species:S:1:pos:R:3 method="wB97M-V/def2-TZVPD" spin_multiplicity=2 s2=0.75 relative_energy_kcal_mol=27.6 homo_ev="-18.933 / -19.602" total_charge=+2
C -1.027 1.408 2.632
C -1.311 0.263 1.626
C -0.107 0.034 0.675
C -0.433 -0.020 -0.842
C 2.602 -0.427 -3.293
C 1.568 0.254 -2.476
C 0.757 -0.445 -1.585
N -1.649 -0.962 2.442
H -0.720 1.240 3.663
H -1.717 2.257 2.619
H -0.190 1.965 2.189
H -2.142 0.540 0.981
H 0.600 0.830 0.887
H 0.562 -0.824 0.872
H -0.939 0.905 -1.136
H -1.207 -0.775 -1.077
H 2.151 -0.990 -4.113
H 3.395 0.235 -3.628
H 3.104 -1.166 -2.649
H 1.332 1.298 -2.670
H 1.074 -1.420 -1.207
H -1.656 -1.825 1.895
H -1.148 -1.073 3.311
H -2.636 -0.829 2.656



No. 7
38
Properties=species:S:1:pos:R:3 method="wB97M-V/def2-TZVPD" relative_energy_kcal_mol=0.0 homo_ev=-8.937 smiles=N#Cc1c(-c2ccc(-c3ccccc3F)cc2)nc2ccncc2c1O
N 3.682 1.192 -0.676
C 2.868 1.468 0.088
C 1.955 1.920 1.089
C 0.616 1.450 1.075
C 0.110 0.425 0.078
C 0.224 0.504 -1.314
C -0.206 -0.528 -2.152
C -0.810 -1.659 -1.619
C -1.179 -2.786 -2.487
C -2.001 -2.558 -3.609
C -2.376 -3.667 -4.387
C -1.938 -4.951 -4.129
C -1.099 -5.170 -3.057
C -0.707 -4.118 -2.218
F 0.006 -4.496 -1.132
C -1.004 -1.758 -0.251
C -0.517 -0.743 0.602
N -0.257 1.841 2.021
C 0.117 2.744 2.934
C -0.815 3.214 3.805
C -0.484 4.161 4.754
N 0.745 4.666 4.826
C 1.691 4.230 3.986
C 1.413 3.242 3.024
C 2.368 2.798 2.093
O 3.636 3.262 2.041
H 0.767 1.311 -1.811
H -0.063 -0.486 -3.234
H -2.290 -1.535 -3.835
H -2.998 -3.511 -5.263
H -2.260 -5.808 -4.740
H -0.714 -6.154 -2.786
H -1.492 -2.626 0.156
H -0.598 -0.832 1.680
H -1.836 2.785 3.699
H -1.250 4.607 5.431
H 2.621 4.774 4.014
H 4.076 2.792 1.308



No. 8
147
Properties=species:S:1:pos:R:3 method="wB97M-V/def2-TZVPD" homo_ev=-9.511 total_charge=+1
C 5.225 0.729 5.646
C 5.408 2.237 5.382
C 4.451 2.775 4.300
C 4.731 4.267 4.096
C 4.304 4.780 2.704
C 4.305 6.305 2.724
C 3.938 6.973 1.392
C 2.550 6.582 0.870
C 1.424 7.456 1.451
C 0.109 6.658 1.530
C -0.789 7.112 2.678
C -2.126 6.350 2.808
C -2.000 4.886 3.318
O -0.651 4.648 3.780
C -0.354 4.837 5.024
N -0.173 4.838 6.183
C -2.016 4.047 1.995
C -1.798 2.579 2.263
N -2.861 1.974 3.146
C -4.139 1.533 2.460
S -4.409 2.037 0.752
C -4.423 0.466 -0.192
C -3.932 0.759 -1.622
C -2.917 2.788 4.396
N -3.521 2.217 5.584
C -4.441 1.081 5.516
C -4.023 -0.325 5.081
O -5.585 1.233 5.865
C -2.502 1.856 6.584
C -2.591 2.465 7.965
O -1.638 1.055 6.333
C -3.189 4.320 4.140
C -3.481 4.909 5.540
C -3.589 6.438 5.732
C -2.317 7.180 6.165
O -4.445 4.261 3.412
C -5.031 5.375 3.093
N -5.545 6.409 2.886
H 4.573 0.326 4.870
H 6.169 0.192 5.593
H 4.773 0.520 6.612
H 5.181 2.767 6.310
H 6.433 2.500 5.127
H 3.451 2.624 4.712
H 4.594 2.176 3.400
H 4.170 4.836 4.837
H 5.799 4.459 4.205
H 4.964 4.382 1.933
H 3.300 4.377 2.546
H 5.322 6.617 2.972
H 3.651 6.689 3.511
H 3.985 8.058 1.485
H 4.672 6.647 0.652
H 2.391 5.530 1.104
H 2.484 6.655 -0.217
H 1.691 7.729 2.475
H 1.319 8.363 0.860
H 0.411 5.624 1.706
H -0.440 6.683 0.587
H -1.086 8.138 2.445
H -0.259 7.191 3.627
H -2.545 6.344 1.803
H -2.785 6.985 3.390
H -1.202 4.355 1.345
H -2.937 4.276 1.470
H -0.876 2.431 2.827
H -1.643 1.983 1.371
H -2.406 1.106 3.435
H -4.992 1.883 3.033
H -4.209 0.451 2.500
H -3.709 -0.202 0.288
H -5.423 0.047 -0.167
H -3.327 -0.093 -1.924
H -4.757 0.835 -2.322
H -3.313 1.651 -1.653
H -1.862 2.809 4.689
H -4.093 -1.008 5.920
H -4.600 -0.650 4.224
H -2.969 -0.327 4.785
H -3.387 3.206 7.955
H -1.637 2.874 8.275
H -2.917 1.691 8.659
H -2.707 4.566 6.223
H -4.449 4.513 5.826
H -4.289 6.579 6.558
H -4.035 6.994 4.913
H -1.847 6.692 7.014
H -2.567 8.202 6.443
H -1.631 7.269 5.324
O -3.219 -2.515 -3.751
P -2.762 -3.859 -4.289
N -1.099 -3.518 -4.520
C -0.255 -4.058 -5.566
C -0.351 -3.401 -3.277
N -3.653 -3.796 -5.785
C -3.161 -2.966 -6.877
C -5.070 -3.525 -5.559
N -2.567 -5.632 -4.425
C -2.857 -6.364 -5.647
C -3.179 -6.340 -3.283
H 0.040 -5.099 -5.385
H 0.662 -3.469 -5.639
H -0.718 -3.996 -6.547
H -0.114 -4.388 -2.851
H -0.924 -2.841 -2.534
H 0.582 -2.858 -3.435
H -2.829 -1.975 -6.546
H -3.939 -2.832 -7.630
H -2.340 -3.455 -7.401
H -5.264 -2.465 -5.366
H -5.441 -4.094 -4.701
H -5.653 -3.836 -6.428
H -3.923 -6.401 -5.887
H -2.501 -7.391 -5.519
H -2.320 -5.956 -6.499
H -4.275 -6.305 -3.319
H -2.856 -5.883 -2.341
H -2.865 -7.384 -3.257
O 2.524 -6.309 -5.691
P 3.931 -6.839 -5.878
N 3.742 -7.597 -7.403
C 4.415 -8.795 -7.850
C 3.602 -6.653 -8.505
N 3.895 -7.991 -4.569
C 3.183 -9.250 -4.744
C 3.492 -7.368 -3.312
N 5.718 -6.868 -5.917
C 6.504 -7.871 -5.219
C 6.294 -5.534 -5.651
H 5.465 -8.621 -8.127
H 3.902 -9.191 -8.729
H 4.382 -9.590 -7.109
H 4.575 -6.233 -8.805
H 2.950 -5.825 -8.222
H 3.148 -7.134 -9.373
H 2.203 -9.126 -5.220
H 3.035 -9.739 -3.780
H 3.773 -9.955 -5.331
H 2.408 -7.219 -3.251
H 3.969 -6.390 -3.194
H 3.810 -7.985 -2.469
H 6.468 -7.770 -4.131
H 7.546 -7.768 -5.537
H 6.199 -8.880 -5.487
H 6.170 -5.238 -4.602
H 5.803 -4.782 -6.276
H 7.356 -5.511 -5.896